# 1
DFT (ωB97M-V with the def2-TZVPD basis set) results for C41H51N4O2PbSSe as an isolated structure.

Atoms and positions in Å:
Pb (1.141, -1.284, -2.557)
C (-0.289, 6.684, -1.740)
C (-1.599, 5.908, -1.605)
C (-2.491, 6.237, -2.813)
C (-2.301, 6.356, -0.313)
C (-1.381, 4.405, -1.553)
C (-0.100, 3.825, -1.637)
C (0.052, 2.470, -1.585)
Se (1.815, 1.725, -1.665)
C (1.874, 1.237, 0.193)
C (2.132, 2.224, 1.100)
C (2.109, 1.972, 2.483)
C (1.817, 0.666, 2.918)
C (1.569, -0.381, 2.071)
C (1.601, -0.119, 0.628)
O (1.373, -1.048, -0.180)
C (1.255, -1.781, 2.584)
C (-0.114, -2.245, 2.059)
C (1.195, -1.813, 4.115)
C (2.355, -2.758, 2.145)
C (2.364, 3.062, 3.509)
C (3.540, 2.642, 4.407)
C (2.699, 4.407, 2.866)
C (1.097, 3.227, 4.365)
C (-1.084, 1.570, -1.460)
O (-0.907, 0.337, -1.453)
C (-2.410, 2.179, -1.353)
C (-2.485, 3.551, -1.407)
C (-3.711, 1.389, -1.194)
C (-4.627, 1.726, -2.385)
C (-4.390, 1.837, 0.112)
C (-3.573, -0.136, -1.136)
H (-0.506, 7.752, -1.767)
H (0.378, 6.508, -0.894)
H (0.241, 6.434, -2.660)
H (-2.655, 7.314, -2.863)
H (-2.021, 5.921, -3.746)
H (-3.466, 5.755, -2.742)
H (-2.435, 7.438, -0.327)
H (-3.287, 5.902, -0.203)
H (-1.708, 6.099, 0.567)
H (0.773, 4.455, -1.734)
H (2.345, 3.221, 0.743)
H (1.793, 0.492, 3.982)
H (-0.905, -1.565, 2.381)
H (-0.135, -2.317, 0.974)
H (-0.335, -3.231, 2.472)
H (0.413, -1.162, 4.511)
H (0.967, -2.829, 4.435)
H (2.148, -1.535, 4.569)
H (2.421, -2.860, 1.065)
H (3.329, -2.440, 2.524)
H (2.140, -3.741, 2.572)
H (4.446, 2.486, 3.821)
H (3.737, 3.428, 5.136)
H (3.328, 1.725, 4.958)
H (3.592, 4.351, 2.242)
H (1.873, 4.787, 2.262)
H (2.893, 5.139, 3.650)
H (0.852, 2.315, 4.909)
H (1.254, 4.021, 5.097)
H (0.239, 3.499, 3.747)
H (-3.461, 4.011, -1.335)
H (-4.875, 2.786, -2.429)
H (-4.157, 1.447, -3.330)
H (-5.561, 1.169, -2.293)
H (-4.596, 2.908, 0.127)
H (-5.341, 1.314, 0.225)
H (-3.768, 1.598, 0.976)
H (-3.148, -0.548, -2.050)
H (-2.957, -0.466, -0.302)
H (-4.575, -0.553, -1.008)
N (5.012, -3.229, -0.875)
C (3.817, -2.979, -1.460)
S (3.784, -1.548, -2.463)
N (2.872, -3.839, -1.201)
N (1.654, -3.574, -1.768)
C (0.812, -4.545, -1.780)
C (1.080, -5.889, -1.213)
C (1.423, -6.050, 0.125)
C (1.624, -7.319, 0.641)
C (1.507, -8.433, -0.180)
C (1.175, -8.277, -1.518)
C (0.949, -7.008, -2.030)
C (-0.522, -4.311, -2.397)
C (-1.618, -5.082, -2.026)
C (-2.848, -4.821, -2.607)
C (-2.950, -3.801, -3.539)
C (-1.808, -3.076, -3.840)
N (-0.622, -3.324, -3.295)
H (5.817, -2.698, -1.150)
H (5.135, -4.121, -0.425)
H (1.536, -5.177, 0.755)
H (1.882, -7.440, 1.685)
H (1.675, -9.423, 0.224)
H (1.088, -9.141, -2.162)
H (0.678, -6.888, -3.072)
H (-1.506, -5.867, -1.292)
H (-3.716, -5.406, -2.333)
H (-3.887, -3.569, -4.023)
H (-1.844, -2.262, -4.556)

The calculation puts the HOMO energy (spin up / spin down) at -10.3 / -10.3 eV. The calculation puts the largest force on an atom at 0.336 eV Å⁻¹. As for the charge: +1. The value obtained for the HOMO-LUMO gap (spin up / spin down) is 5.53 / 5.83 eV.

***

# 2
DFT (ωB97M-V with the def2-TZVPD basis set) results for C5H6O5S as an isolated structure.

Atoms and positions in Å:
C (1.418, 0.803, -0.367)
C (0.254, 0.266, -0.828)
C (2.329, 1.629, -1.359)
C (-1.215, 0.635, 1.529)
C (-0.713, -0.484, -0.106)
O (2.234, 1.423, -2.562)
O (0.755, -2.968, 0.162)
O (3.146, 2.398, -0.843)
O (-1.629, -2.782, 0.608)
O (-1.829, -0.685, -0.723)
S (-0.271, -2.200, 0.882)
H (1.540, 1.057, 0.689)
H (0.028, 0.346, -1.931)
H (-2.376, 0.351, 1.458)
H (-0.770, 0.241, 2.350)
H (-0.912, 1.715, 1.338)
H (-1.990, -1.744, -0.296)

The calculation puts the HOMO energy at -0.7 eV. The energy relative to the best compared isomer or geometry (same formula, charge and spin) is 32.4 kcal per mole. The calculation puts the largest force on an atom at 5.552 eV Å⁻¹. As for the charge: -2. The value obtained for the HOMO-LUMO gap is 6.49 eV.

***

# 3
DFT (ωB97M-V with the def2-TZVPD basis set) results for a 2-piece molecular cluster, C3H12Si2 overall.

Atoms and positions in Å:
C (1.906, 1.375, -0.260)
C (-3.201, -0.687, 0.589)
C (2.263, 0.095, 0.483)
Si (-2.050, 0.330, -0.520)
Si (1.460, -1.431, -0.309)
H (2.225, 1.310, -1.297)
H (0.829, 1.528, -0.246)
H (2.387, 2.241, 0.191)
H (-2.655, -1.220, 1.362)
H (-3.927, -0.044, 1.086)
H (-3.753, -1.423, 0.010)
H (1.956, 0.182, 1.526)
H (3.352, -0.021, 0.490)
H (-2.485, 0.355, -1.915)
H (-1.867, 1.686, -0.004)
H (1.642, -2.640, 0.497)
H (1.920, -1.636, -1.683)

The calculation puts the HOMO energy (spin up / spin down) at -7.4 / -7.4 eV. The energy relative to the best compared isomer or geometry (same formula, charge and spin) is 54.7 kcal per mole. The calculation puts the largest force on an atom at 1.377 eV Å⁻¹. The value obtained for the HOMO-LUMO gap (spin up / spin down) is 7.00 / 6.99 eV.

***

# 4
DFT (ωB97M-V with the def2-TZVPD basis set) results for one molecule with the formula C4H7NO.

Atoms and positions in Å:
C (-1.717, 0.241, 0.702)
C (-0.431, -0.119, 0.060)
C (0.528, 0.792, -0.635)
N (1.560, -0.207, -0.968)
C (1.586, -0.953, 0.227)
O (0.357, -0.980, 0.717)
H (-2.173, -0.633, 1.172)
H (-1.577, 1.018, 1.469)
H (-2.420, 0.631, -0.042)
H (0.962, -0.799, -1.587)
H (0.178, 1.271, -1.551)
H (0.942, 1.565, 0.051)
H (2.205, -1.827, 0.384)

The calculation puts the HOMO energy (spin up / spin down) at -7.4 / -7.4 eV. The energy relative to the best compared isomer or geometry (same formula, charge and spin) is 93.6 kcal per mole. The calculation puts the largest force on an atom at 1.153 eV Å⁻¹. The value obtained for the HOMO-LUMO gap (spin up / spin down) is 8.38 / 8.15 eV.

***

# 5
DFT (ωB97M-V with the def2-TZVPD basis set) results for C20H29FN2O as an isolated structure.

Atoms and positions in Å:
C (3.502, -1.580, -1.793)
C (4.313, -1.916, -0.947)
C (4.044, -1.765, 0.472)
C (2.734, -1.617, 0.908)
O (2.472, -0.476, 1.220)
N (2.007, -2.782, 0.900)
C (2.462, -4.141, 0.673)
H (3.257, -4.045, -0.328)
C (2.771, -4.970, 1.608)
H (3.557, -4.397, 2.268)
H (1.742, -5.176, 2.312)
H (3.065, -6.042, 1.278)
H (1.727, -4.469, -0.112)
C (0.440, -2.627, 1.197)
H (0.559, -2.004, 2.015)
H (0.110, -3.642, 1.496)
C (-0.164, -1.726, 0.234)
C (-0.317, -2.608, -1.097)
C (-1.275, -1.718, -2.295)
C (-2.599, -1.509, -1.516)
N (-2.456, -0.845, -0.386)
C (-2.609, 0.439, -0.111)
H (-2.892, 0.803, 0.821)
C (-1.339, 1.297, -0.488)
C (-1.601, 2.821, -0.776)
C (-1.326, 3.579, 0.687)
C (-1.431, 4.959, 0.900)
C (-2.288, 5.542, -0.277)
C (-2.394, 4.865, -1.258)
C (-2.140, 3.627, -1.445)
H (-2.427, 3.056, -2.546)
H (-2.800, 5.485, -2.301)
H (-2.427, 6.635, -0.046)
F (-1.177, 5.529, 2.029)
H (-0.742, 2.996, 1.560)
H (-1.219, 1.104, -1.709)
H (-0.408, 1.164, -0.154)
H (-3.477, 0.899, -0.611)
C (-1.710, -1.573, 0.635)
H (-1.706, -1.137, 1.609)
H (-2.204, -2.410, 1.026)
H (-3.160, -0.990, -2.090)
H (-3.018, -2.452, -1.461)
H (-0.487, -0.820, -2.340)
H (-1.252, -2.424, -3.213)
H (0.619, -2.624, -1.584)
H (-0.826, -3.429, -0.951)
H (0.302, -0.708, 0.039)
H (4.651, -0.949, 0.709)
H (4.636, -2.841, 1.115)
H (5.258, -2.560, -1.288)
H (3.719, -1.743, -2.984)
H (2.540, -0.933, -1.736)

The calculation puts the HOMO energy at -8.0 eV. The energy relative to the best compared isomer or geometry (same formula, charge and spin) is 399.9 kcal per mole. The calculation puts the largest force on an atom at 19.615 eV Å⁻¹. The value obtained for the HOMO-LUMO gap is 8.66 eV.

***

# 6
DFT (ωB97M-V with the def2-TZVPD basis set) results for C41H33OP2RhS as an isolated structure.

Atoms and positions in Å:
Rh (-0.046, -0.300, -0.116)
C (-0.094, -2.516, 0.342)
C (-1.025, -2.301, 1.338)
C (-0.383, -1.608, 2.440)
C (0.914, -1.384, 2.097)
C (1.137, -1.906, 0.738)
H (-0.249, -3.153, -0.511)
H (-2.058, -2.607, 1.296)
H (-0.871, -1.303, 3.351)
H (1.653, -0.862, 2.680)
H (2.083, -2.072, 0.252)
O (2.311, 1.033, 1.676)
S (1.396, 1.302, 0.573)
C (2.342, 1.817, -0.818)
C (3.419, 2.680, -0.651)
C (4.062, 3.137, -1.790)
C (3.640, 2.736, -3.056)
C (2.602, 1.829, -3.198)
C (1.969, 1.341, -2.055)
P (0.831, -0.028, -2.128)
C (-0.009, 0.157, -3.688)
C (-0.753, 1.310, -3.925)
C (-1.333, 1.537, -5.158)
C (-1.167, 0.604, -6.175)
C (-0.401, -0.530, -5.962)
C (0.187, -0.760, -4.725)
C (1.840, -1.516, -2.255)
C (3.220, -1.445, -2.055)
C (3.989, -2.599, -2.110)
C (3.391, -3.822, -2.368)
C (2.018, -3.898, -2.572)
C (1.245, -2.750, -2.514)
C (0.463, 2.768, 0.910)
C (1.159, 3.853, 1.439)
C (0.481, 5.047, 1.608)
C (-0.862, 5.145, 1.255)
C (-1.549, 4.036, 0.788)
C (-0.887, 2.821, 0.629)
P (-1.763, 1.277, 0.308)
C (-3.312, 1.761, -0.486)
C (-4.464, 1.966, 0.275)
C (-5.625, 2.427, -0.329)
C (-5.649, 2.689, -1.690)
C (-4.507, 2.486, -2.454)
C (-3.354, 2.021, -1.847)
C (-2.281, 0.773, 1.983)
C (-1.762, 1.384, 3.122)
C (-2.190, 0.986, 4.385)
C (-3.143, -0.009, 4.513)
C (-3.675, -0.615, 3.377)
C (-3.241, -0.232, 2.123)
H (3.754, 2.975, 0.331)
H (4.894, 3.821, -1.693)
H (4.144, 3.112, -3.935)
H (2.316, 1.473, -4.179)
H (-0.822, 2.067, -3.160)
H (-1.897, 2.443, -5.334)
H (-1.619, 0.774, -7.143)
H (-0.249, -1.241, -6.763)
H (0.797, -1.638, -4.583)
H (3.704, -0.498, -1.856)
H (5.058, -2.538, -1.957)
H (3.994, -4.717, -2.416)
H (1.554, -4.850, -2.783)
H (0.176, -2.823, -2.677)
H (2.196, 3.765, 1.726)
H (1.000, 5.905, 2.011)
H (-1.382, 6.086, 1.372)
H (-2.608, 4.104, 0.574)
H (-4.464, 1.788, 1.342)
H (-6.513, 2.584, 0.267)
H (-6.555, 3.047, -2.158)
H (-4.519, 2.682, -3.517)
H (-2.483, 1.843, -2.437)
H (-1.027, 2.172, 3.050)
H (-1.783, 1.466, 5.264)
H (-3.480, -0.312, 5.494)
H (-4.433, -1.380, 3.476)
H (-3.664, -0.711, 1.247)

The calculation puts the HOMO energy (spin up / spin down) at -13.7 / -13.7 eV. The calculation puts the largest force on an atom at 3.721 eV Å⁻¹. As for the charge: +2. The value obtained for the HOMO-LUMO gap (spin up / spin down) is 6.66 / 6.66 eV.

***

Number 1: E_tot -134824.842 eV. Number 2: E_tot -26352.341 eV. Number 3: E_tot -19057.349 eV. Number 4: E_tot -7795.586 eV. Number 5: E_tot -28938.683 eV. Number 6: E_tot -77506.905 eV.